Here is a molecular structure, C29H64N7O31 from OMol25. Energies are from the ωB97M-V functional and the def2-TZVPD basis.

Structure (XYZ):
```
131
Properties=species:S:1:pos:R:3:forces:R:3
C -1.072 -2.995 0.473 0.9 0.4 -1.1
C -1.808 -4.176 -0.079 0.1 -4.2 3.0
O -1.400 -5.336 0.143 -1.6 3.6 -1.7
N -3.297 -4.067 -0.547 -1.0 -1.2 2.4
H -3.457 -3.124 -0.872 -0.8 -0.2 0.8
H -3.416 -4.692 -1.331 0.4 0.1 -0.7
C -4.333 -4.494 0.460 1.5 -1.8 0.8
H -0.810 -2.345 -0.361 -0.7 0.1 0.4
H -0.051 -3.226 0.777 -0.6 -1.2 0.7
H -1.574 -2.407 1.242 -0.4 -0.8 -0.1
H -5.375 -4.207 0.312 0.5 0.5 -0.5
H -3.991 -4.277 1.471 -0.2 0.5 -0.2
H -4.232 -5.576 0.374 -0.6 -0.2 0.4
C 1.521 -2.538 5.713 -1.0 0.3 0.1
C 1.085 -2.527 4.246 -1.1 -1.4 -1.8
O 0.412 -3.399 3.700 1.7 2.1 1.6
N 1.441 -1.367 3.336 -4.3 3.4 9.6
H 2.297 -0.921 3.631 0.1 0.3 1.0
H 1.727 -1.648 2.409 -1.3 -0.3 3.4
C 0.281 -0.304 3.234 0.6 -2.4 2.9
H 0.875 -1.853 6.262 0.0 0.7 -0.3
H 2.544 -2.271 5.976 0.0 0.0 -0.5
H 1.215 -3.445 6.234 0.4 -0.5 -0.7
H -0.290 -0.297 4.162 0.5 0.5 0.3
H -0.418 -0.774 2.543 0.6 -0.3 1.3
H 0.740 0.614 2.865 -0.7 -1.0 1.3
C -3.300 2.104 -2.517 -1.5 -0.3 2.2
C -4.274 2.000 -1.271 1.2 -0.3 -1.0
O -4.912 2.948 -0.911 -0.2 -0.5 0.4
N -4.315 0.645 -0.513 -0.6 3.2 -8.9
H -3.441 0.152 -0.625 -0.5 1.1 -0.3
H -4.513 0.870 0.451 -0.8 -0.6 -3.5
C -5.440 -0.171 -1.168 1.3 1.0 0.5
H -2.431 1.484 -2.296 -2.1 0.6 -0.9
H -2.939 3.132 -2.543 -0.5 0.2 -0.2
H -3.753 1.814 -3.465 -0.2 0.1 0.5
H -5.363 -0.089 -2.252 0.0 0.0 0.0
H -6.361 0.251 -0.765 0.1 -0.4 -0.3
H -5.194 -1.181 -0.839 -0.9 0.2 -0.1
C -1.164 0.046 0.824 -0.2 -1.2 -0.3
C -0.759 0.614 -0.402 -1.5 0.4 -2.2
O -1.463 1.412 -1.006 3.2 -1.4 3.2
N 0.566 0.156 -0.942 -5.5 -6.1 -4.6
H 1.016 1.043 -1.121 -0.4 -0.8 -2.7
H 1.082 -0.264 -0.182 -1.2 1.2 -0.9
C 0.528 -0.941 -2.084 1.0 1.2 0.6
H -1.568 -0.953 0.660 0.3 0.8 -0.1
H -2.068 0.581 1.116 1.5 -0.8 -1.5
H -0.393 0.024 1.594 -1.6 0.6 -2.6
H 0.497 -0.475 -3.069 -0.5 -0.3 1.0
H -0.165 -1.770 -1.938 0.1 1.3 0.4
H 1.528 -1.343 -1.925 -2.7 0.2 -1.6
C 3.058 -2.887 -2.389 0.9 0.3 -0.1
C 3.600 -1.546 -1.993 -3.3 0.3 1.5
O 2.887 -0.732 -1.436 6.9 0.4 -1.8
N 5.057 -1.438 -2.279 0.4 2.8 1.1
H 5.552 -2.228 -1.888 0.0 -0.7 -0.5
H 5.049 -1.385 -3.287 0.8 -0.2 -0.7
C 5.725 -0.222 -1.609 -0.3 -0.1 -0.4
H 2.365 -2.745 -3.218 -0.1 0.0 0.0
H 2.484 -3.199 -1.517 0.4 -0.8 -1.4
H 3.875 -3.558 -2.655 -0.3 -0.3 0.0
H 5.106 0.668 -1.726 -0.2 -0.3 -0.2
H 6.703 -0.016 -2.043 -0.1 -0.4 0.0
H 5.770 -0.480 -0.551 0.4 0.2 -0.8
C 4.500 -0.903 1.185 0.2 0.1 0.9
C 4.306 0.568 0.983 -2.3 -0.1 0.8
O 5.129 1.266 0.504 0.6 1.2 0.2
N 2.931 1.077 1.356 7.0 1.8 5.8
H 2.345 1.021 0.536 -1.0 0.9 -1.4
H 2.446 0.397 1.925 0.5 0.0 0.5
C 2.889 2.426 2.223 1.4 -1.3 -0.6
H 3.980 -1.520 0.452 0.7 0.3 -0.1
H 4.008 -1.234 2.099 0.6 0.2 0.1
H 5.581 -1.037 1.239 -0.1 -0.5 0.0
H 1.860 2.779 2.151 0.9 -0.1 0.7
H 3.607 3.135 1.809 -0.2 -0.5 0.6
H 3.210 2.087 3.208 -0.5 0.2 0.1
C 1.472 5.151 0.583 -0.6 1.6 -1.0
C 0.928 5.257 -0.838 -0.3 -0.5 -2.0
O 1.546 5.670 -1.809 -1.4 -0.5 2.4
N -0.426 4.497 -0.989 4.1 5.7 -9.6
H -0.432 3.927 -0.156 0.7 0.0 -2.4
H -1.263 5.056 -1.079 0.0 0.4 -0.2
C -0.169 3.545 -2.158 -1.5 0.1 1.0
H 2.370 5.769 0.561 0.2 -0.2 0.3
H 1.685 4.119 0.861 -0.6 1.1 0.2
H 0.708 5.645 1.183 0.1 -0.3 0.5
H -0.043 3.948 -3.163 0.3 0.3 0.5
H -1.026 2.871 -2.150 0.3 1.0 0.0
H 0.649 2.907 -1.825 -0.7 0.8 -0.7
O -2.363 -2.651 -1.802 1.7 0.1 -1.3
C -2.807 -1.478 -1.419 -0.7 3.0 2.1
O -3.289 -1.274 -0.273 0.9 -6.3 2.0
O -2.687 -0.531 -2.131 1.3 1.2 -4.0
H -1.763 -2.377 -2.499 0.2 0.0 -1.9
O 3.214 3.317 -0.022 0.7 -0.1 -0.2
C 2.445 2.534 -0.746 -0.1 -0.2 -6.6
O 1.630 1.664 -0.283 3.0 7.5 1.8
O 2.542 2.684 -2.007 0.8 -0.6 3.0
H 3.488 3.833 -0.783 1.0 1.1 -0.3
O 0.311 1.866 1.880 0.1 2.6 -2.2
C -0.519 2.919 1.763 -3.1 2.3 5.5
O -1.153 3.203 2.769 1.0 2.0 0.1
O -0.651 3.556 0.731 -1.3 -4.6 7.5
H 0.552 2.125 0.987 2.0 -2.0 -1.5
O 1.577 -2.065 -0.324 0.0 -1.9 3.9
C 1.748 -1.573 0.919 -1.0 0.5 -3.7
O 1.414 -0.461 1.240 -1.4 0.2 -2.1
O 2.289 -2.239 1.752 6.7 -9.5 -4.9
H 2.130 -2.830 -0.152 -0.4 -1.0 -0.1
O 0.029 -4.151 -4.266 2.9 -2.1 -0.2
C -0.874 -3.292 -3.928 -8.2 0.0 -1.9
O -2.109 -3.620 -3.986 2.1 -1.5 -0.2
O -0.573 -2.130 -3.702 1.9 1.1 -0.2
H 0.773 -3.564 -4.115 1.0 -0.4 -0.5
O -3.471 1.034 1.437 -2.6 1.5 -2.7
C -4.725 0.973 1.867 -2.3 -0.9 6.8
O -4.792 0.875 3.101 -0.5 0.4 0.7
O -5.654 0.845 1.073 -4.0 1.1 2.3
H -3.006 0.800 2.244 -0.1 0.3 0.8
O -0.244 1.192 -3.073 3.2 -2.0 2.6
C -0.720 1.742 -4.089 0.2 6.7 -7.7
O -0.044 2.603 -4.713 0.5 -0.4 -0.3
O -1.914 1.468 -4.293 -0.4 -1.1 -2.1
H -1.114 0.795 -3.155 -2.0 -3.5 2.7
O -1.920 1.076 2.723 2.8 -4.0 4.7
C -2.086 0.743 4.024 0.1 3.7 3.6
O -1.826 1.699 4.761 0.9 1.6 1.4
O -2.412 -0.325 4.462 -0.7 -4.6 -1.1
H -1.462 1.920 2.744 -0.9 1.0 1.4
```
Forces are in eV/Å.

Net charge: -1
LUMO energy: -1.0736 eV
Calculated total energy: -3857.76956 Eh
Relative energy (zero: lowest compared OMol25 entry of this formula, charge and spin): 713.6 kcal/mol